Computed, not measured: one molecule with the formula C4H3Br2NS at a distorted geometry, with ωB97M-V/def2-TZVPD.

Each line ends with the Mulliken charge.
Element x y z (Å)
Br1 0.626 -2.954 -0.259  -0.03
N1 -0.166 -1.857 1.027  -0.44
C1 -0.096 -0.259 0.337  0.28
C2 1.112 0.396 0.031  -0.60
C3 0.950 1.600 -0.572  -0.31
S1 -0.767 2.007 -0.728  -0.10
C4 -1.184 0.425 -0.115  0.22
Br2 -2.976 0.018 0.151  -0.13
H1 -1.186 -1.940 1.045  0.32
H2 2.164 0.210 0.110  0.33
H3 1.521 2.353 -1.028  0.45

The value obtained for the energy above the lowest of the compared OMol25 structures with the same formula, charge and spin is 2.40 kcal/mol. As for the total energy: -156604.172 eV. For the HOMO energy, the calculation gives -9.116 eV. The value obtained for the HOMO-LUMO gap is 9.3 eV. The calculation puts the max |F| at 5.25 eV Å⁻¹. Its SMILES is BrNc1ccsc1Br.

=====

Computed, not measured: C4H3CaLi2O2 as an isolated structure at a distorted geometry, with ωB97M-V/def2-TZVPD.

Each line ends with the Mulliken charge.
Element x y z (Å)
C1 -0.947 -0.358 -0.169  0.20
O1 -1.828 0.215 0.470  -0.81
Li1 -3.408 -0.527 1.244  0.94
Ca1 2.067 1.832 0.424  1.56
C2 1.500 -1.534 0.362  -0.71
C3 1.491 -0.289 -0.055  -0.64
C4 0.235 0.360 -0.725  0.89
O2 0.212 1.728 -0.439  -1.23
Li2 -1.366 2.270 0.305  0.86
H1 -0.501 -1.529 0.137  0.28
H2 0.276 0.134 -1.807  0.36
H3 2.270 -2.302 0.252  0.29

The charge is +2. As for the total energy: -27122.857 eV. For the HOMO energy (alpha / beta), the calculation gives -13.203 / -16.167 eV. The value obtained for the HOMO-LUMO gap (alpha / beta) is 5.7 / 8.5 eV. The calculation puts the max |F| at 5.02 eV Å⁻¹. Its spin multiplicity is 2.

=====

Computed, not measured: C4H3Cl2FeN5O3Pr as an isolated structure at a distorted geometry, with ωB97M-V/def2-TZVPD.

Each line ends with the Mulliken charge.
Element x y z (Å)
Fe1 -0.564 -0.459 -2.990  0.32
Pr1 0.016 -0.390 -0.003  1.68
Cl1 -1.508 -2.160 -1.359  -0.35
Cl2 -1.228 1.562 -1.724  -0.25
C1 1.165 1.728 0.874  0.24
C2 -0.103 -1.946 -3.885  0.52
C3 -0.025 0.635 -4.295  0.55
O1 1.764 2.637 1.292  0.03
O2 0.204 -2.886 -4.507  0.01
O3 0.334 1.306 -5.182  0.01
N1 -0.549 -1.866 5.345  -0.14
N2 -0.896 -1.717 4.025  1.20
N3 -2.022 -2.267 3.520  -0.53
C4 -1.957 -1.857 2.258  -0.15
N4 -0.850 -1.103 2.005  -0.03
N5 -0.171 -1.025 3.194  -0.31
H1 0.289 -1.431 5.672  0.34
H2 -1.147 -2.400 5.945  0.37
H3 -2.670 -2.086 1.475  0.48

The charge is +4. The value obtained for the energy above the lowest of the compared OMol25 structures with the same formula, charge and spin is 8.38 kcal/mol. As for the total energy: -91237.798 eV. For the HOMO energy (alpha / beta), the calculation gives -23.822 / -25.031 eV. The value obtained for the HOMO-LUMO gap (alpha / beta) is 7.4 / 6.0 eV. The calculation puts the max |F| at 13.00 eV Å⁻¹. Its spin multiplicity is 8.

=====

Computed, not measured: a 2-piece molecular cluster, C4H3ClF2 overall at a distorted geometry, with ωB97M-V/def2-TZVPD.

Each line ends with the Mulliken charge.
Element x y z (Å)
C1 -2.074 0.725 -0.773  -0.79
C2 -0.841 0.101 -0.601  0.07
C3 0.167 0.495 0.210  -0.12
C4 2.797 -0.942 1.281  0.13
F1 2.512 -0.936 0.018  -0.03
F2 2.714 -2.193 1.654  -0.11
Cl1 0.169 1.009 1.772  -0.07
H1 -2.492 0.596 -1.759  0.26
H2 -2.334 1.729 -0.457  0.30
H3 -0.619 -0.584 -1.346  0.36

The value obtained for the energy above the lowest of the compared OMol25 structures with the same formula, charge and spin is 125.50 kcal/mol. As for the total energy: -22147.097 eV. For the HOMO energy (alpha / beta), the calculation gives -8.086 / -8.633 eV. The value obtained for the HOMO-LUMO gap (alpha / beta) is 7.5 / 7.8 eV. The calculation puts the max |F| at 2.62 eV Å⁻¹.

=====

Computed, not measured: a 2-piece molecular cluster, C4H3ClF4O overall at a distorted geometry, with ωB97M-V/def2-TZVPD.

Each line ends with the Mulliken charge.
Element x y z (Å)
C1 0.977 -0.603 1.020  0.01
C2 -2.352 -0.393 0.634  0.43
C3 -1.698 0.753 0.417  0.35
C4 1.992 -0.228 -1.192  -0.55
O1 1.384 -0.987 -0.109  -0.09
F1 1.415 0.669 1.303  -0.19
F2 -2.704 -0.680 1.854  -0.20
F3 -2.646 -1.275 -0.306  -0.21
F4 -1.090 0.898 -0.796  -0.24
Cl1 -1.450 2.107 1.454  -0.12
H1 2.982 0.073 -0.896  0.28
H2 1.347 0.625 -1.441  0.26
H3 1.841 -0.960 -1.943  0.26

The value obtained for the energy above the lowest of the compared OMol25 structures with the same formula, charge and spin is 79.87 kcal/mol. As for the total energy: -29632.424 eV. For the HOMO energy, the calculation gives -9.409 eV. The value obtained for the HOMO-LUMO gap is 10.1 eV. The calculation puts the max |F| at 1.84 eV Å⁻¹.

=====

Computed, not measured: one molecule with the formula C4H3ClFNS at a distorted geometry, with ωB97M-V/def2-TZVPD.

Each line ends with the Mulliken charge.
Element x y z (Å)
F1 1.982 -0.373 1.838  -0.27
C1 0.807 -0.281 1.043  0.27
C2 -0.201 0.506 1.423  -0.67
C3 -1.040 0.656 0.275  0.73
Cl1 -2.506 1.315 -0.338  -0.25
C4 -0.378 0.063 -0.740  -0.29
S1 -0.749 -0.013 -2.437  -0.23
N1 0.709 -0.624 -0.169  -0.08
H1 -0.211 1.114 2.297  0.38
H2 0.231 -0.887 -2.688  0.09
H3 1.358 -1.474 -0.504  0.31

The value obtained for the energy above the lowest of the compared OMol25 structures with the same formula, charge and spin is 37.21 kcal/mol. As for the total energy: -31759.754 eV. For the HOMO energy, the calculation gives -8.085 eV. The value obtained for the HOMO-LUMO gap is 8.5 eV. The calculation puts the max |F| at 7.50 eV Å⁻¹. Its SMILES is Fc1cc(Cl)c(S)[nH]1.

=====

- Among the records above, which one has the lowest max |F|?
  C4H3ClF4O

=====

- The highest max |F| belongs to which entry?
  C4H3Cl2FeN5O3Pr

=====

- What is the max |F| in the second record?
  5.02 eV Å⁻¹